This record from OMol25 describes the molecule CH6N at a distorted geometry. The level of theory is ωB97M-V/def2-TZVPD.

Last column: Mulliken spin population.
Cartesian coordinates (Å):
C -0.5390 -0.2347 0.4859  0.43
N 0.5064 0.2639 -0.4611  2.31
H -0.2312 -1.2246 0.8280  -0.10
H -0.4630 0.3140 1.3904  -0.16
H -1.5009 -0.3133 0.0004  -0.15
H 0.2479 -0.0201 -1.4451  -0.39
H 1.4705 -0.0905 -0.2912  -0.44
H 0.5093 1.3054 -0.5074  -0.49

Force components x, y, z for each atom (eV/Å):
C 0.99 -1.41 0.26
N -0.80 0.15 -0.97
H -0.07 -0.20 -0.50
H -0.52 1.04 0.52
H -0.11 0.44 0.09
H 0.19 -0.11 0.13
H 0.14 -0.01 0.29
H 0.19 0.11 0.17

Properties
Multiplicity: 2
Total energy: -2621.098 eV
Relative energy (zero: lowest compared OMol25 entry of this formula, charge and spin): 101.9 kJ/mol
HOMO-LUMO gap (alpha / beta): 5.03 / 14.82 eV


This record from OMol25 describes a structure of composition C22H24BIMnN6O2S2 at a distorted geometry. The level of theory is ωB97M-V/def2-TZVPD.

Last column: Mulliken spin population.
Cartesian coordinates (Å):
Mn 0.4318 0.0341 -0.4375  4.68
C -0.8751 -4.5729 -0.1053  0.00
C 0.1614 -4.0420 0.8321  0.01
N 0.7992 -4.9159 1.5653  0.00
C 1.6985 -4.5054 2.4562  0.01
C 1.9464 -3.1804 2.7360  0.00
C 2.9306 -2.8449 3.8263  0.00
O 3.8526 -1.8309 3.4851  0.00
C 1.2519 -2.1908 1.9915  0.00
C 1.3976 -0.8215 2.3217  -0.01
N 0.6877 0.1818 1.8427  0.07
C 0.7135 1.3949 2.5009  0.02
C 1.3021 1.6022 3.7670  0.00
C 1.2394 2.8164 4.4133  0.00
C 0.5817 3.8929 3.8402  0.00
C -0.0247 3.7306 2.6070  -0.01
C 0.0362 2.5052 1.9749  -0.03
I -0.9500 2.3233 0.0630  0.05
C 0.3910 -2.6290 0.9279  0.00
O -0.1551 -1.8145 0.1048  0.11
H -1.0733 -5.6139 0.1376  0.00
H -0.5139 -4.5113 -1.1285  0.00
H -1.7902 -3.9891 -0.0229  0.00
H 2.2074 -5.2985 2.9880  0.00
H 3.4756 -3.7610 4.1000  0.00
H 2.4082 -2.4857 4.7216  0.00
H 4.1504 -1.9833 2.5799  0.00
H 2.1696 -0.6120 3.0550  -0.01
H 1.8185 0.7912 4.2546  0.00
H 1.7092 2.9238 5.3801  0.00
H 0.5257 4.8432 4.3437  0.00
H -0.5462 4.5496 2.1396  0.00
C 3.4733 2.9733 0.9599  0.00
N 2.8659 2.5574 -0.2737  0.02
C 2.3128 3.3736 -1.2343  0.00
C 1.9120 2.5841 -2.2576  0.02
N 2.2004 1.2779 -1.9569  0.01
B 2.4675 0.1587 -3.0293  -0.01
N 1.6331 -1.1325 -2.6967  0.03
C 2.1286 -2.4028 -2.7992  0.01
C 1.0980 -3.2650 -2.9843  0.01
N -0.0544 -2.5233 -2.9988  0.00
C -1.4003 -2.9783 -3.1939  0.00
C 0.2879 -1.2306 -2.7980  -0.01
S -0.8286 0.0407 -2.7350  0.04
C 2.7735 1.2736 -0.7208  -0.02
S 3.3592 -0.0981 0.0703  0.02
H 4.1968 3.7664 0.7693  0.00
H 3.9863 2.1157 1.3975  0.00
H 2.7279 3.3405 1.6688  0.00
H 2.2483 4.4316 -1.1029  0.00
H 1.4235 2.8382 -3.1738  0.00
H 2.1011 0.5752 -4.0833  0.00
H 3.6189 -0.1377 -2.9753  0.00
H 3.1819 -2.5829 -2.7384  0.00
H 1.0869 -4.3269 -3.1066  0.00
H -1.3885 -4.0232 -3.4937  0.00
H -1.8750 -2.3756 -3.9710  0.00
H -1.9786 -2.8596 -2.2754  0.00

Force components x, y, z for each atom (eV/Å):
Mn 0.26 -0.78 0.13
C 0.05 0.12 0.02
C -0.29 -0.16 0.03
N -0.40 -0.15 -0.43
C 0.52 0.49 0.57
C 0.09 -0.29 -0.05
C -0.08 -0.34 0.24
O 0.32 0.24 -0.16
C -0.32 -0.69 -0.90
C -0.48 1.29 -0.05
N 0.12 -1.32 -0.27
C 0.02 0.84 0.69
C -0.04 -0.13 -0.36
C 0.06 0.14 0.04
C -0.04 0.01 -0.07
C 0.01 0.01 0.01
C -0.22 -0.31 -0.80
I 0.15 0.53 1.09
C 0.62 0.31 0.71
O -0.23 -0.23 -0.35
H 0.02 0.01 0.00
H -0.08 0.02 -0.17
H -0.08 0.04 -0.12
H 0.15 0.06 0.13
H -0.24 0.12 0.03
H 0.08 -0.05 -0.09
H 0.06 0.04 0.04
H -0.21 -0.04 0.17
H -0.01 -0.07 0.07
H 0.03 0.00 0.07
H 0.01 0.14 0.09
H -0.08 0.11 -0.03
C 0.20 0.13 0.47
N -0.47 -0.58 -0.53
C -0.10 0.00 -0.50
C 0.00 0.67 0.04
N 0.25 0.13 0.65
B -0.29 -0.12 0.27
N -0.67 -0.07 -0.21
C 0.07 -0.64 0.01
C 0.59 -0.07 0.02
N 0.61 0.68 0.23
C -0.55 0.03 -0.02
C -0.11 -0.13 -0.58
S -0.24 0.52 0.34
C 0.75 -0.11 0.25
S -0.09 -0.39 -0.05
H -0.01 -0.04 -0.06
H -0.08 0.08 -0.08
H -0.03 -0.04 -0.05
H -0.05 0.29 0.02
H -0.07 0.08 -0.23
H -0.08 0.18 -0.23
H 0.24 -0.09 -0.05
H 0.17 -0.08 0.01
H 0.03 -0.25 -0.02
H 0.05 -0.01 0.02
H 0.04 -0.11 0.05
H 0.07 -0.03 -0.05

Properties
Multiplicity: 6
Total energy: -98010.328 eV
Relative energy (zero: lowest compared OMol25 entry of this formula, charge and spin): 112.9 kJ/mol
HOMO-LUMO gap (alpha / beta): 6.84 / 6.92 eV


This record from OMol25 describes a structure of composition C37H30BrCl2N4O3S2Sn at a distorted geometry. The level of theory is ωB97M-V/def2-TZVPD.

Last column: Löwdin charge in e.
Cartesian coordinates (Å):
Sn 0.0385 -0.1391 -0.9641  0.96
Cl 1.1746 -2.6150 -1.9440  0.80
C 2.5171 -2.1208 -2.9056  -0.63
C 3.2847 -3.1079 -3.5013  -0.10
C 4.3402 -2.7618 -4.3180  -0.07
C 4.6380 -1.4279 -4.5446  -0.10
C 3.8793 -0.4515 -3.9301  -0.68
Cl 4.2476 1.2182 -4.2130  0.68
C 2.7933 -0.7693 -3.0878  -0.63
S 1.9169 0.6013 -2.4086  0.68
H 3.0413 -4.1470 -3.3260  0.11
H 4.9329 -3.5354 -4.7878  0.12
H 5.4503 -1.1415 -5.1989  0.11
C -2.3506 -3.2529 3.3310  -0.07
C -1.9564 -1.8371 3.7373  -0.25
N -0.5124 -1.5933 3.6327  -0.12
C 0.2519 -1.7021 4.8848  -0.19
C 0.3433 -0.3627 5.6027  -0.06
C 0.1110 -1.2152 2.5139  -0.60
S -0.9739 -1.0907 1.1095  0.85
N 1.3969 -0.9525 2.6010  0.11
C 2.2070 -0.6813 1.5743  -0.44
O 1.8866 -0.6613 0.3655  -0.20
C 3.6200 -0.3850 1.9233  -0.14
C 4.4497 0.1515 0.9386  -0.01
C 5.7817 0.4102 1.2156  -0.06
C 6.2958 0.1213 2.4741  -0.07
C 5.4736 -0.4169 3.4555  -0.07
C 4.1383 -0.6651 3.1849  -0.02
H -3.4276 -3.3788 3.4485  0.08
H -1.8494 -3.9932 3.9571  0.08
H -2.0919 -3.4458 2.2906  0.05
H -2.2348 -1.6634 4.7758  0.12
H -2.4892 -1.1121 3.1255  0.08
H 1.2455 -2.0700 4.6506  0.11
H -0.2559 -2.4370 5.5084  0.12
H 0.8753 0.3569 4.9796  0.07
H 0.8839 -0.4791 6.5430  0.08
H -0.6500 0.0297 5.8294  0.08
H 4.0356 0.3633 -0.0397  0.10
H 6.4186 0.8326 0.4492  0.11
H 7.3387 0.3164 2.6898  0.11
H 5.8787 -0.6471 4.4325  0.11
H 3.4902 -1.0875 3.9412  0.10
C 0.2264 3.3899 2.0992  -0.01
C 0.4173 2.2058 1.3827  -0.08
N -0.0272 2.0447 0.1502  0.06
C -0.6904 3.0517 -0.4472  -0.13
C -0.9253 4.2750 0.1887  -0.12
C -0.4467 4.4251 1.5010  0.03
C -1.6308 5.3122 -0.5117  0.00
C -2.0880 5.1139 -1.7647  0.00
C -1.8768 3.8603 -2.4320  -0.12
C -2.3450 3.5840 -3.7283  0.03
C -2.0769 2.3652 -4.3000  0.00
C -1.3343 1.4267 -3.5745  -0.09
N -0.9044 1.6704 -2.3517  0.00
C -1.1693 2.8481 -1.7793  -0.15
H 0.6069 3.4736 3.1074  0.12
H 0.9478 1.3714 1.8260  0.10
H -0.6121 5.3579 2.0268  0.13
H -1.7860 6.2572 -0.0058  0.12
H -2.6199 5.8952 -2.2938  0.12
H -2.9113 4.3366 -4.2637  0.13
H -2.4266 2.1219 -5.2933  0.12
H -1.0899 0.4560 -3.9908  0.13
Br -2.7288 -3.0329 -3.9948  0.82
C -4.0763 -2.2438 -2.9204  -0.58
C -5.3626 -2.7102 -3.1546  -0.13
C -6.4350 -2.2039 -2.4388  -0.06
C -6.2290 -1.2181 -1.4877  -0.06
C -4.9508 -0.7492 -1.2561  -0.01
C -3.8504 -1.2496 -1.9545  -0.14
C -2.5186 -0.6848 -1.5594  -0.64
O -2.4499 0.2380 -0.7316  -0.10
O -1.4437 -1.1809 -2.0768  -0.25
H -5.5160 -3.4775 -3.9003  0.10
H -7.4298 -2.5873 -2.6256  0.11
H -7.0606 -0.8167 -0.9230  0.11
H -4.7712 0.0199 -0.5179  0.12

Force components x, y, z for each atom (eV/Å):
Sn 0.45 0.97 0.48
Cl -0.29 -0.39 0.20
C 0.33 0.27 -0.16
C -0.14 -0.20 0.09
C 0.13 -0.03 -0.10
C 0.00 0.06 0.00
C -0.32 -0.05 0.22
Cl 0.11 -0.07 -0.05
C 0.20 0.20 0.00
S -0.69 -0.19 0.14
H -0.01 0.02 0.01
H -0.02 0.03 0.01
H -0.01 0.02 0.05
C 0.07 0.02 0.07
C -0.03 -0.19 -0.18
N 0.04 0.05 0.09
C 0.04 0.13 0.03
C -0.04 -0.05 -0.02
C -0.41 -0.20 -0.53
S 0.16 -0.02 0.06
N 0.37 0.14 0.40
C -0.18 -0.21 0.19
O -0.10 0.33 -0.63
C 0.14 -0.03 -0.17
C -0.02 0.00 -0.03
C -0.02 0.01 0.03
C -0.03 0.02 -0.04
C 0.03 0.01 0.03
C -0.07 -0.01 0.05
H 0.02 -0.02 -0.01
H -0.01 0.02 -0.02
H -0.01 -0.01 0.02
H 0.06 0.10 0.01
H 0.00 0.08 0.04
H -0.01 -0.08 0.01
H -0.01 -0.06 -0.05
H 0.00 -0.01 0.03
H -0.01 0.02 -0.03
H 0.03 0.01 0.00
H 0.01 -0.02 0.01
H 0.00 -0.01 0.02
H -0.02 -0.01 0.00
H -0.02 0.01 -0.01
H 0.01 0.01 -0.02
C -0.02 0.05 0.00
C 0.09 -0.06 -0.01
N 0.14 -0.67 -0.07
C 0.04 0.11 0.23
C 0.02 0.03 0.03
C 0.02 -0.01 0.00
C -0.02 0.02 0.02
C -0.03 0.01 -0.01
C -0.02 0.06 -0.04
C 0.02 -0.01 0.00
C 0.00 0.04 0.01
C 0.07 0.11 0.01
N -0.01 -0.52 -0.23
C -0.04 0.06 -0.20
H 0.02 -0.02 -0.03
H -0.08 0.08 0.01
H 0.00 -0.02 -0.01
H -0.01 -0.02 -0.02
H 0.01 -0.01 0.04
H 0.01 -0.02 0.01
H 0.03 -0.01 0.01
H -0.01 0.03 -0.01
Br 0.01 0.07 0.05
C 0.06 0.11 0.09
C -0.01 0.01 0.01
C 0.03 -0.04 -0.02
C -0.06 0.08 0.08
C 0.00 0.03 0.01
C 0.22 -0.12 -0.12
C -0.83 -0.02 -0.07
O 0.06 -0.19 -0.32
O 0.51 0.19 0.36
H 0.00 0.01 0.00
H 0.02 0.01 -0.01
H 0.02 -0.01 -0.03
H 0.01 -0.02 0.01

Properties
Charge: +1
Total energy: -173546.698 eV
Relative energy (zero: lowest compared OMol25 entry of this formula, charge and spin): 111.5 kJ/mol
HOMO-LUMO gap: 7.42 eV


Which of these has the highest total energy? CH6N